Record 1
A cluster of 6 separate species, C32H76N4O4S2 in total at a distorted geometry. Source: OMol25; level of theory: ωB97M-V/def2-TZVPD.

- energy relative to the best compared isomer or geometry (same formula, charge and spin) (kcal per mole) = 0.00
- LUMO level (eV) = 0.261
- HOMO level (eV) = -7.9
- frontier orbital gap (eV) = 8.1
- multiplicity = 1

Each line ends with the Mulliken charge.
Element x y z (Å)
C 4.978 1.834 -6.919  -1.33
C 3.958 0.698 -7.139  -0.29
N 4.615 -0.657 -7.384  0.07
C 5.633 -1.099 -6.363  -0.87
C 7.124 -0.877 -6.854  -1.00
C 3.831 -1.806 -7.940  -0.64
C 3.010 -2.602 -6.869  -1.02
H 5.387 2.148 -5.959  0.34
H 4.563 2.722 -7.396  0.40
H 5.831 1.790 -7.596  0.32
H 3.359 0.704 -6.228  0.23
H 3.286 0.895 -7.974  0.44
H 5.269 -0.659 -5.435  0.46
H 5.476 -2.164 -6.195  0.40
H 7.120 -1.610 -7.660  0.27
H 7.304 0.119 -7.260  0.25
H 7.771 -1.004 -5.986  0.34
H 4.494 -2.492 -8.467  0.29
H 3.026 -1.509 -8.612  0.38
H 2.465 -1.910 -6.228  0.24
H 3.491 -3.292 -6.176  0.34
H 2.204 -3.135 -7.372  0.38
C -10.953 5.277 1.483  -1.10
C -10.342 3.923 1.747  -0.58
N -9.497 3.911 3.011  -0.12
C -8.346 4.854 2.877  -0.49
C -7.408 4.597 1.635  -1.34
C -10.363 4.239 4.153  -0.39
C -9.712 3.934 5.525  -1.32
H -11.803 5.427 2.149  0.32
H -11.315 5.301 0.456  0.35
H -10.343 6.136 1.764  0.32
H -10.969 3.032 1.731  0.42
H -9.696 3.734 0.891  0.31
H -8.485 5.927 3.006  0.33
H -7.692 4.565 3.700  0.47
H -6.500 5.059 2.023  0.44
H -7.149 3.578 1.345  0.30
H -7.869 5.218 0.867  0.31
H -11.189 3.529 4.129  0.34
H -10.691 5.269 4.015  0.38
H -9.230 2.974 5.343  0.36
H -10.523 3.595 6.169  0.40
H -9.028 4.681 5.929  0.31
C -3.195 -5.418 2.584  -1.30
C -3.385 -4.966 4.018  -0.46
N -4.311 -3.865 3.922  0.18
C -5.669 -4.240 3.598  -0.77
C -6.140 -3.283 2.568  -1.16
C -4.254 -3.065 5.214  -0.61
C -3.026 -2.234 5.505  -1.25
H -2.620 -6.335 2.453  0.44
H -2.717 -4.700 1.917  0.29
H -4.107 -5.784 2.111  0.30
H -3.931 -5.733 4.567  0.33
H -2.414 -4.760 4.468  0.39
H -5.751 -5.308 3.397  0.48
H -6.354 -4.130 4.438  0.43
H -5.549 -3.491 1.676  0.26
H -7.147 -3.558 2.254  0.42
H -6.096 -2.229 2.845  0.26
H -4.439 -3.673 6.099  0.37
H -5.072 -2.344 5.197  0.42
H -2.584 -2.025 4.531  0.30
H -2.396 -2.968 6.008  0.29
H -3.193 -1.368 6.146  0.37
C 8.850 6.494 3.114  -1.29
C 7.635 5.679 3.653  -0.47
N 7.605 4.278 3.154  -0.01
C 7.435 4.235 1.695  -0.75
C 6.112 4.784 1.048  -0.98
C 6.548 3.473 3.765  -0.40
C 6.867 2.027 3.491  -1.33
H 8.941 7.438 3.653  0.39
H 8.941 6.723 2.052  0.30
H 9.806 5.983 3.232  0.35
H 7.678 5.645 4.742  0.41
H 6.699 6.235 3.604  0.37
H 7.680 3.245 1.311  0.39
H 8.247 4.807 1.246  0.36
H 5.227 4.294 1.454  0.26
H 6.264 4.684 -0.026  0.39
H 5.951 5.837 1.282  0.26
H 6.477 3.672 4.834  0.46
H 5.588 3.787 3.354  0.23
H 6.601 1.659 2.500  0.32
H 7.900 1.783 3.736  0.32
H 6.238 1.388 4.110  0.43
C -2.587 0.221 -3.256  -0.58
C -1.601 1.117 -3.898  -0.56
C -0.723 2.007 -3.115  -0.70
S -0.360 0.771 -1.706  0.96
O -0.172 1.327 -0.340  -0.63
O 0.682 -0.116 -2.253  -0.60
C -1.987 -0.258 -1.923  -0.58
H -2.851 -0.524 -4.006  0.27
H -3.513 0.785 -3.138  0.29
H -2.124 1.766 -4.600  0.41
H -1.036 0.427 -4.525  0.26
H -1.333 2.797 -2.677  0.33
H 0.179 2.475 -3.510  0.39
H -2.734 0.054 -1.193  0.32
H -1.919 -1.330 -1.739  0.41
C 3.729 -6.069 -0.688  -0.57
C 2.996 -7.196 -1.463  -0.72
C 4.118 -8.055 -2.116  -0.64
S 5.374 -8.167 -0.817  1.02
O 6.701 -7.720 -1.335  -0.64
O 5.275 -9.502 -0.243  -0.63
C 4.552 -6.869 0.288  -0.66
H 2.974 -5.495 -0.150  0.30
H 4.128 -5.309 -1.360  0.34
H 2.434 -6.730 -2.273  0.32
H 2.479 -7.886 -0.796  0.35
H 4.489 -7.462 -2.952  0.41
H 3.658 -8.964 -2.504  0.37
H 5.290 -6.292 0.845  0.39
H 3.851 -7.330 0.985  0.36

Record 2
The molecule C7H9N3S at a distorted geometry. Source: OMol25; level of theory: ωB97M-V/def2-TZVPD.

- energy relative to the best compared isomer or geometry (same formula, charge and spin) (kcal per mole) = 155.43
- LUMO level (alpha / beta) (eV) = -1.088 / -1.089
- HOMO level (alpha / beta) (eV) = -8.7 / -8.7
- frontier orbital gap (alpha / beta) (eV) = 7.6 / 7.6
- multiplicity = 1

Each line ends with the Mulliken charge.
Element x y z (Å)
C 3.091 1.804 0.594  0.39
C 2.790 0.538 0.204  -0.26
C 0.493 -0.790 -0.289  -0.15
C -1.425 -0.949 1.153  -1.67
C -1.801 -0.438 -1.334  -1.67
C -0.668 1.306 0.148  -0.87
C -0.891 -0.234 -0.137  1.85
N 3.145 2.929 0.959  -0.47
N 1.398 -1.557 -0.439  0.88
N 2.565 -1.961 -0.494  -1.26
S 3.666 -0.805 0.152  0.15
H -1.541 -1.999 1.073  0.43
H -0.722 -0.619 1.886  0.45
H -2.440 -0.610 1.279  0.44
H -1.288 -0.261 -2.340  0.35
H -2.004 -1.524 -1.385  0.40
H -2.704 0.083 -1.417  0.41
H -1.349 1.636 0.878  0.38
H 0.470 1.465 0.321  -0.08
H -0.786 1.987 -0.812  0.31

Record 3
A cluster of 2 separate species, C3H6NO in total at a distorted geometry. Source: OMol25; level of theory: ωB97M-V/def2-TZVPD.

- energy relative to the best compared isomer or geometry (same formula, charge and spin) (kcal per mole) = 77.68
- LUMO level (eV) = -3.998
- HOMO level (eV) = -14.5
- frontier orbital gap (eV) = 10.5
- multiplicity = 1
- total charge = +1

Each line ends with the Mulliken charge.
Element x y z (Å)
C 2.406 -0.113 -0.317  -0.14
C -1.274 0.100 1.075  -0.01
C -1.368 -1.012 0.441  -0.21
N -1.383 0.150 -0.577  -0.22
O 1.213 -0.169 -0.343  -0.40
H 2.959 0.341 -1.187  0.21
H 2.987 -0.552 0.383  0.30
H -1.345 1.007 1.630  0.43
H -1.465 -2.052 0.376  0.40
H -2.241 0.187 -1.113  0.29
H -0.481 0.492 -0.973  0.36

Record 4
A structure of composition C24H31N4O6PPbS2. Source: OMol25; level of theory: ωB97M-V/def2-TZVPD.

- energy relative to the best compared isomer or geometry (same formula, charge and spin) (kcal per mole) = 2.18
- LUMO level (eV) = 0.192
- HOMO level (eV) = -8.1
- frontier orbital gap (eV) = 8.3
- multiplicity = 1

Each line ends with the Mulliken charge.
Element x y z (Å)
Pb -0.305 1.450 -2.026  0.75
O 1.871 1.576 -3.137  -0.60
N 2.773 2.266 -2.576  -0.33
N 2.347 3.068 -1.682  0.95
O 1.080 3.183 -1.349  -0.78
C 3.294 3.872 -0.967  0.23
C 2.848 4.555 0.153  -0.30
C 3.749 5.334 0.866  -0.45
C 5.073 5.427 0.465  -0.56
C 5.499 4.739 -0.665  -0.44
C 4.615 3.961 -1.392  -0.46
H 1.815 4.456 0.450  0.46
H 3.408 5.870 1.742  0.39
H 5.770 6.037 1.024  0.39
H 6.529 4.814 -0.989  0.38
H 4.934 3.426 -2.273  0.47
O -7.723 -1.406 -1.421  -0.51
C -6.577 -2.233 -1.385  -0.53
C -5.348 -1.410 -1.654  0.51
C -5.386 -0.029 -1.733  -0.70
C -4.201 0.649 -1.982  -0.48
N -3.028 0.054 -2.149  -0.11
C -2.989 -1.278 -2.066  -0.03
C -4.122 -2.041 -1.826  -0.50
C -1.656 -1.924 -2.240  0.72
C -1.337 -3.073 -1.525  0.07
C -0.081 -3.639 -1.670  0.03
C 0.307 -4.870 -0.888  -0.81
O -0.404 -5.012 0.326  -0.53
C 0.807 -3.032 -2.545  -0.79
C 0.403 -1.895 -3.221  -0.45
N -0.799 -1.338 -3.077  -0.56
H -8.490 -1.927 -1.171  0.30
H -6.640 -3.029 -2.135  0.32
H -6.468 -2.710 -0.403  0.30
H -6.316 0.505 -1.609  0.45
H -4.197 1.733 -2.041  0.41
H -4.053 -3.122 -1.796  0.53
H -2.041 -3.503 -0.826  0.58
H 1.389 -4.869 -0.722  0.37
H 0.071 -5.760 -1.475  0.39
H -0.173 -4.272 0.900  0.18
H 1.809 -3.418 -2.684  0.45
H 1.083 -1.388 -3.898  0.38
C 3.293 0.605 2.127  -1.28
C 2.489 1.818 2.550  0.96
C 2.146 1.823 4.027  -1.45
O 1.276 2.020 1.770  -0.34
P 0.223 0.966 1.239  0.90
S -1.398 1.942 0.680  -0.56
S 0.980 -0.190 -0.240  -0.32
O 0.011 0.081 2.555  -0.21
C -0.668 -1.189 2.696  0.58
C -1.870 -1.345 1.784  -1.38
C 0.342 -2.312 2.542  -1.27
H 4.226 0.597 2.693  0.50
H 3.529 0.637 1.065  0.30
H 2.758 -0.322 2.335  0.10
H 3.065 2.713 2.314  0.11
H 1.593 0.926 4.302  0.22
H 1.540 2.694 4.273  0.35
H 3.066 1.863 4.613  0.46
H -1.014 -1.166 3.731  0.24
H -1.567 -1.353 0.736  0.13
H -2.584 -0.537 1.929  0.35
H -2.359 -2.295 2.013  0.58
H 0.681 -2.381 1.506  0.09
H -0.108 -3.257 2.858  0.55
H 1.214 -2.132 3.172  0.30

Record 5
The molecule C4H6N2O2 at a distorted geometry. Source: OMol25; level of theory: ωB97M-V/def2-TZVPD.

- energy relative to the best compared isomer or geometry (same formula, charge and spin) (kcal per mole) = 19.89
- LUMO level (eV) = 0.777
- HOMO level (eV) = -9.3
- frontier orbital gap (eV) = 10.1
- multiplicity = 1

Each line ends with the Mulliken charge.
Element x y z (Å)
C -2.145 0.368 -0.170  -0.72
C -1.373 -0.355 -0.960  -0.14
C 0.920 0.561 -0.530  0.40
C 0.330 -0.596 1.654  -0.01
H -3.152 0.039 -0.036  0.28
H -1.887 1.348 0.258  0.28
H -1.713 -1.261 -1.454  0.31
H 0.227 -0.194 -2.237  0.23
H 1.610 0.931 1.276  0.30
H 0.755 -0.565 2.675  0.38
N -0.011 -0.048 -1.285  -0.08
N 0.817 0.446 0.835  -0.12
O 1.859 1.186 -1.034  -0.66
O -0.343 -1.555 1.373  -0.45

Listing M for the structures above in their given order: 645.12; 167.24; 72.09; 773.84; 114.10 g mol⁻¹.